Density functional theory data (ωB97M-V with the def2-TZVPD basis set) for C38H38AsCaN5O11P2 as an isolated structure at a distorted geometry.

The geometry in XYZ format:
```
96
Properties=species:S:1:pos:R:3:forces:R:3
Ca -0.781 0.265 0.984 -0.318 -1.269 0.002
C -1.697 -2.785 -2.923 0.037 0.039 0.015
C -1.198 -2.302 -1.705 0.003 -0.100 0.105
N -1.942 -1.734 -0.779 0.110 0.105 -0.094
C -3.261 -1.611 -1.019 0.003 0.002 0.016
C -3.857 -2.042 -2.216 -0.001 -0.011 0.027
C -3.033 -2.643 -3.181 0.018 -0.007 -0.004
C -5.265 -1.867 -2.428 -0.017 0.002 0.002
C -6.033 -1.290 -1.485 -0.007 -0.017 -0.024
C -5.465 -0.847 -0.245 0.005 0.022 0.015
C -6.250 -0.243 0.750 0.019 0.002 0.029
C -5.656 0.159 1.915 0.014 -0.022 0.000
C -4.279 -0.051 2.070 0.017 -0.035 0.018
N -3.513 -0.618 1.160 0.015 0.237 0.047
C -4.092 -1.005 0.005 -0.022 -0.027 -0.026
H -1.020 -3.232 -3.638 -0.017 -0.015 -0.008
H -0.141 -2.379 -1.482 0.012 0.030 -0.028
H -3.465 -2.985 -4.114 0.000 0.004 0.002
H -5.692 -2.208 -3.364 0.000 0.006 0.001
H -7.096 -1.153 -1.641 0.006 0.008 -0.002
H -7.311 -0.100 0.582 0.002 0.002 -0.011
H -6.215 0.637 2.706 -0.012 -0.004 -0.007
H -3.786 0.278 2.976 0.001 0.016 0.000
O -1.624 -0.887 4.393 0.102 0.068 0.074
C -1.931 -2.166 3.881 -0.047 -0.050 -0.011
C -0.808 -2.810 3.098 0.159 -0.085 0.001
C -0.280 -4.030 3.510 -0.017 0.053 0.010
C 0.761 -4.597 2.794 0.014 -0.023 -0.016
C 1.262 -3.920 1.696 -0.002 0.033 -0.014
C 0.680 -2.710 1.354 -0.035 -0.035 -0.034
N -0.343 -2.178 2.019 -0.100 0.350 0.133
H -1.697 -0.198 3.714 -0.050 0.034 -0.097
H -2.829 -2.143 3.257 0.004 0.054 -0.055
H -2.145 -2.796 4.746 -0.026 0.014 -0.017
H -0.681 -4.513 4.391 0.015 -0.015 -0.004
H 1.185 -5.546 3.099 -0.007 0.000 0.006
H 2.089 -4.303 1.112 -0.001 -0.012 0.015
H 1.046 -2.135 0.509 0.011 -0.004 0.013
N 0.352 2.319 4.631 -0.042 0.109 0.048
C 0.410 2.931 3.216 0.090 0.097 0.093
C 0.940 4.353 3.290 0.007 -0.005 0.040
P 1.707 1.739 2.482 -0.504 0.437 0.072
O 2.721 1.863 3.778 0.061 -0.260 0.051
O 2.467 2.165 1.293 -0.095 0.129 0.001
O 0.987 0.428 2.573 0.133 -0.098 -0.113
P -1.445 2.953 2.786 0.514 -0.158 0.111
O -1.943 3.431 4.287 -0.101 -0.108 0.131
O -1.889 3.987 1.846 0.099 0.090 -0.065
O -1.789 1.490 2.695 -0.066 -0.114 0.082
H 1.271 2.395 5.068 0.012 -0.027 -0.011
H 0.127 1.321 4.534 -0.020 -0.012 -0.039
H -0.385 2.782 5.171 0.014 0.004 -0.031
H 1.951 4.388 3.701 -0.005 -0.005 -0.007
H 0.291 5.003 3.881 -0.016 -0.015 -0.003
H 0.967 4.743 2.273 -0.001 0.002 0.001
H 3.591 2.107 3.449 0.113 0.064 -0.061
H -2.460 4.234 4.177 -0.033 0.117 -0.032
O 0.641 -0.115 -0.776 -0.151 0.084 0.169
As 1.888 0.209 -1.803 0.044 -0.037 -0.043
C 1.206 0.102 -3.589 0.152 0.044 -0.053
C 2.062 -0.021 -4.680 -0.029 -0.022 -0.036
C 1.540 -0.015 -5.964 -0.029 0.007 0.013
C 0.171 0.144 -6.152 0.050 0.002 -0.033
C -0.672 0.297 -5.063 -0.047 -0.010 0.030
C -0.158 0.274 -3.772 -0.053 -0.020 -0.019
C 3.156 -1.188 -1.472 0.030 -0.047 -0.061
C 3.306 -2.274 -2.325 0.052 -0.025 0.011
C 4.102 -3.347 -1.940 -0.010 0.021 0.000
C 4.734 -3.331 -0.706 0.006 -0.015 -0.015
C 4.572 -2.249 0.152 0.011 0.011 0.023
C 3.781 -1.175 -0.226 -0.010 -0.016 0.022
C 2.812 1.879 -1.711 0.054 0.033 -0.006
C 4.200 1.889 -1.652 0.064 0.052 0.016
C 4.876 3.102 -1.665 -0.014 -0.037 0.011
C 4.164 4.288 -1.739 -0.009 0.017 0.001
C 2.777 4.268 -1.807 0.009 0.030 0.003
C 2.092 3.065 -1.799 -0.006 -0.051 -0.003
H 3.133 -0.115 -4.534 -0.001 0.007 0.012
H 2.198 -0.120 -6.817 0.000 0.003 0.005
H -0.232 0.163 -7.156 -0.008 -0.003 0.011
H -1.734 0.444 -5.212 0.010 0.002 0.006
H -0.810 0.407 -2.917 -0.015 -0.024 0.022
H 2.800 -2.294 -3.283 -0.007 0.009 0.005
H 4.222 -4.193 -2.604 0.005 0.000 0.007
H 5.353 -4.167 -0.406 -0.001 0.001 -0.001
H 5.056 -2.247 1.120 -0.001 0.006 -0.001
H 3.628 -0.337 0.448 0.000 -0.012 -0.008
H 4.764 0.968 -1.586 -0.028 -0.015 -0.013
H 5.957 3.114 -1.614 -0.002 0.007 0.001
H 4.692 5.233 -1.744 -0.009 0.001 0.000
H 2.219 5.194 -1.862 0.001 -0.004 0.003
H 1.011 3.063 -1.840 -0.019 0.003 0.000
O -1.291 2.983 -1.764 -0.008 0.049 -0.012
N -1.261 2.308 -0.749 -0.065 0.078 -0.089
O -0.329 2.414 0.084 0.364 0.297 0.050
O -2.136 1.435 -0.507 -0.381 -0.017 -0.378
```
Forces are in eV/Å.

Properties
Energy above the lowest of the compared OMol25 structures with the same formula, charge and spin: 24.0 kcal/mol
E: -167859.060 eV
Maximum force: 0.0254 Eh/bohr

From a Löwdin analysis of the wavefunction, the atomic charges in e read: 1.3402, -0.0462, -0.1379, 0.1191, -0.1445, -0.1440, -0.0127, -0.0267, -0.0245, -0.1423, -0.0082, -0.0302, -0.1223, 0.1076, -0.1476, 0.1078, 0.0894, 0.1173, 0.1132, 0.1139, 0.1175, 0.1075, 0.0945, -0.0593, -0.1991, -0.2385, -0.0191, -0.0616, -0.0493, -0.1305, 0.0753, 0.0171, 0.1077, 0.1165, 0.1098, 0.1063, 0.0984, 0.0787, 0.1457, -0.4409, -0.0835, 0.3244, -0.1741, -0.2676, -0.4040, 0.3444, -0.1767, -0.2637, -0.4343, 0.1346, 0.1309, 0.1292, 0.0775, 0.0800, 0.0954, 0.0750, 0.0779, -0.5779, 1.2311, -0.2881, -0.1031, -0.0814, -0.0794, -0.0648, -0.0825, -0.2999, -0.0888, -0.0795, -0.0867, -0.0735, -0.0978, -0.3002, -0.1009, -0.0821, -0.0790, -0.0584, -0.0743, 0.1072, 0.1033, 0.1034, 0.1106, 0.0964, 0.0958, 0.1040, 0.1039, 0.1086, 0.1090, 0.0940, 0.1012, 0.1019, 0.1105, 0.0823, 0.0398, -0.5740, -0.1634, -0.1301



Density functional theory data (ωB97M-V with the def2-TZVPD basis set) for C38H38BiClOP2S as an isolated structure at a distorted geometry.

The geometry in XYZ format:
```
82
Properties=species:S:1:pos:R:3:forces:R:3
Bi -1.335 -1.159 0.807 0.628 0.034 -0.647
Cl -3.729 -1.381 0.355 0.714 0.085 -0.054
P -0.993 2.245 -0.618 -2.247 3.596 -0.027
P 1.042 -2.670 -0.388 0.728 -2.083 -0.564
C -1.612 3.174 0.912 0.303 -0.683 1.063
C -2.583 2.557 -1.588 -0.440 -1.397 -0.592
C -0.025 3.690 -1.353 1.596 -0.195 -0.026
C 2.898 -2.620 -0.560 0.624 1.200 0.197
C 0.671 -3.705 1.112 0.011 1.367 0.299
C 0.549 -3.800 -1.755 -0.685 0.398 -0.387
C -1.253 4.457 1.369 -0.081 -0.145 -0.193
C -1.729 4.951 2.598 -0.018 -0.265 -0.242
C -2.581 4.176 3.389 0.138 -0.209 0.076
C -2.935 2.885 2.972 0.049 -0.035 -0.082
C -2.454 2.418 1.748 0.458 -0.140 0.200
H -0.603 5.083 0.759 -0.132 -0.132 0.193
H -1.402 5.939 2.944 -0.227 -0.411 -0.220
H -2.929 4.543 4.358 0.108 -0.054 -0.376
H -3.537 2.223 3.616 0.227 0.520 -0.437
H -2.667 1.383 1.457 -0.286 0.188 -0.004
C 1.203 3.995 -0.705 0.084 -0.136 -0.428
C 2.168 4.821 -1.290 -0.498 0.099 0.209
C 1.879 5.475 -2.495 -0.246 -0.195 0.023
C 0.648 5.257 -3.130 0.070 -0.170 0.455
C -0.286 4.360 -2.571 0.050 -0.407 0.021
H 1.481 3.494 0.233 -0.304 0.286 -0.315
H 3.144 4.935 -0.802 -0.504 0.102 -0.215
H 2.618 6.144 -2.938 -0.242 -0.251 0.075
H 0.436 5.760 -4.084 -0.015 -0.299 0.568
H -1.207 4.156 -3.120 0.239 0.039 0.188
C -3.621 3.472 -1.327 0.065 0.008 0.031
C -4.747 3.538 -2.171 0.409 -0.236 0.062
C -4.869 2.675 -3.268 0.244 -0.116 0.093
C -3.869 1.725 -3.525 -0.070 0.372 0.218
C -2.758 1.683 -2.682 0.089 0.168 0.055
H -3.574 4.138 -0.463 0.031 -0.168 -0.285
H -5.540 4.264 -1.953 0.408 -0.326 -0.097
H -5.741 2.732 -3.923 0.265 0.011 0.276
H -3.951 1.030 -4.371 0.025 0.379 0.439
H -1.966 0.966 -2.879 -0.068 -0.104 -0.114
C -0.597 -4.306 1.224 -0.353 0.725 0.222
C -0.978 -4.914 2.426 -0.204 -0.102 -0.107
C -0.122 -4.888 3.527 -0.021 -0.053 -0.136
C 1.074 -4.167 3.461 0.264 -0.118 -0.232
C 1.472 -3.576 2.263 -0.045 0.029 -0.295
H -1.309 -4.203 0.398 0.229 -0.606 0.046
H -1.954 -5.401 2.480 0.376 0.113 0.070
H -0.388 -5.425 4.439 -0.007 0.254 -0.210
H 1.726 -4.084 4.331 -0.227 -0.070 -0.193
H 2.383 -2.980 2.191 -0.133 -0.322 0.167
C 3.587 -1.516 -0.012 -0.235 -0.303 0.080
C 4.983 -1.471 -0.003 -0.159 -0.021 0.033
C 5.742 -2.497 -0.578 -0.540 0.094 0.017
C 5.076 -3.537 -1.235 -0.429 0.159 0.149
C 3.670 -3.584 -1.239 -0.354 -0.307 -0.023
H 3.008 -0.698 0.421 0.279 -0.183 0.049
H 5.464 -0.617 0.473 -0.031 -0.248 -0.167
H 6.833 -2.473 -0.529 -0.370 0.014 -0.087
H 5.647 -4.317 -1.746 -0.313 0.277 0.188
H 3.158 -4.381 -1.779 0.275 0.113 0.176
C 0.655 -5.192 -1.697 -0.104 -0.013 -0.099
C 0.193 -5.969 -2.767 0.076 0.011 0.027
C -0.426 -5.391 -3.884 0.160 0.300 0.351
C -0.543 -3.997 -3.937 0.134 -0.168 -0.008
C -0.024 -3.225 -2.902 -0.033 0.008 0.438
H 1.095 -5.660 -0.818 -0.094 -0.078 -0.222
H 0.323 -7.048 -2.714 -0.101 0.213 -0.034
H -0.811 -6.008 -4.703 0.186 0.218 0.420
H -1.037 -3.501 -4.773 0.218 -0.211 0.172
H -0.069 -2.145 -2.946 -0.165 0.120 -0.190
H 2.151 1.512 -1.359 0.149 0.753 1.369
H 2.163 1.991 -0.722 0.154 -1.435 -1.516
C -0.145 -0.696 4.417 -0.046 0.384 -0.579
S 0.455 0.083 2.894 0.441 -0.565 0.594
C 0.523 1.773 3.418 0.078 0.603 0.051
O 1.847 -0.394 2.680 -0.615 0.153 -0.320
H -0.958 -0.075 4.779 -0.150 -0.079 0.216
H 0.712 -0.671 5.082 0.036 -0.089 0.235
H -0.480 -1.720 4.226 0.180 0.140 -0.031
H 1.378 1.836 4.098 -0.099 -0.004 -0.062
H 0.678 2.414 2.547 0.113 -0.182 0.025
H -0.397 2.106 3.900 -0.019 -0.216 -0.021
```
Forces are in eV/Å.

Properties
Energy above the lowest of the compared OMol25 structures with the same formula, charge and spin: 9.3 kcal/mol
Charge: +2
E: -89827.395 eV
Maximum force: 0.0825 Eh/bohr

From a Löwdin analysis of the wavefunction, the atomic charges in e read: 1.2551, -0.1073, 1.0907, 1.0230, -0.3982, -0.3885, -0.3730, -0.3346, -0.4318, -0.4047, -0.0707, -0.0478, -0.0677, -0.0846, -0.1737, 0.1039, 0.1217, 0.1181, 0.1196, 0.0261, -0.2192, -0.0748, -0.0560, -0.0513, -0.0574, 0.0755, 0.1189, 0.1165, 0.1195, 0.1048, -0.0679, -0.0535, -0.0607, -0.0694, -0.1435, 0.1083, 0.1178, 0.1154, 0.1152, 0.0819, -0.1710, -0.0566, -0.0467, -0.0510, -0.0832, 0.0977, 0.1251, 0.1245, 0.1269, 0.1054, -0.1145, -0.0584, -0.0449, -0.0474, -0.0604, 0.0709, 0.1157, 0.1207, 0.1205, 0.0998, -0.1010, -0.0473, -0.0405, -0.0595, -0.1086, 0.1162, 0.1175, 0.1229, 0.1170, 0.0899, 0.0870, 0.0390, -0.1970, 0.6117, -0.2125, -0.4950, 0.0635, 0.0793, 0.0476, 0.0897, 0.0507, 0.0604